# 1
Molecular formula: C19H57NO16
Method: DFT, ωB97M-V with the def2-TZVPD basis set

```
93
Properties=species:S:1:pos:R:3:mulliken_charge:R:1
C -0.2463 -1.4819 -2.2097 -0.44
C -0.8509 -0.4927 -1.8801 -1.16
C -1.6993 0.6923 -1.4556 1.77
C -0.8384 1.4427 -0.3721 -0.31
O -0.5908 0.4463 0.6313 -0.39
C 0.4787 0.8081 1.4749 -0.40
O 0.3666 2.1042 2.0448 -0.20
O -2.8800 0.1653 -0.9648 -0.35
C -3.8174 1.1542 -0.5078 -0.75
O -1.9026 1.4918 -2.6675 -0.35
C -1.7184 2.7836 -2.4632 0.73
N -1.8436 3.9206 -2.2904 -0.62
H 0.2961 -2.2226 -2.8164 0.26
H -1.4021 2.2550 0.1268 -0.03
H 0.1143 1.8215 -0.7900 0.53
H 1.4596 0.6700 0.9699 0.31
H 0.4555 0.0784 2.3157 0.32
H -0.5695 2.3297 2.1530 0.23
H -4.0757 0.9021 0.5411 0.31
H -3.4293 2.1886 -0.4931 0.26
H -4.7455 1.1561 -1.1140 0.33
C -1.6074 5.4540 0.9813 -0.10
O -0.4151 4.8355 0.5168 -0.50
H -1.4617 5.7523 2.0139 0.32
H -1.8305 6.3372 0.3767 0.34
H -2.4376 4.7445 0.9222 -0.27
H -0.5659 4.5761 -0.3975 0.23
C -5.5441 4.7310 1.6431 -0.59
O -4.5575 3.7266 1.8529 -0.42
H -6.4509 4.2494 1.2836 0.24
H -5.7614 5.2503 2.5797 0.27
H -5.1994 5.4505 0.8953 0.28
H -3.7631 4.1685 2.1710 0.24
C -1.8522 -0.7638 -6.1660 -0.71
O -1.8598 -0.9142 -4.7530 -0.32
H -1.5684 -1.7169 -6.6110 0.22
H -2.8461 -0.4852 -6.5266 0.33
H -1.1277 0.0001 -6.4642 0.27
H -2.1114 -0.0658 -4.3745 0.25
C -0.0550 -5.7203 -2.3986 -0.53
O 0.8869 -4.6746 -2.6390 -0.40
H -0.6951 -5.4263 -1.5712 0.16
H -0.6695 -5.8815 -3.2900 0.27
H 0.4642 -6.6402 -2.1383 0.26
H 1.4447 -4.9498 -3.3723 0.24
C -0.1111 4.1911 4.8841 -0.60
O -0.3621 4.6546 3.5605 -0.41
H -1.0009 4.3714 5.4845 0.34
H 0.1059 3.1198 4.8754 0.23
H 0.7316 4.7317 5.3217 0.21
H 0.4331 4.4874 3.0405 0.23
C -2.0592 -7.6708 0.1776 -0.42
O -0.9253 -7.9366 -0.6468 -0.46
H -2.8020 -7.1464 -0.4174 0.05
H -2.4884 -8.6081 0.5394 0.27
H -1.7686 -7.0445 1.0253 0.28
H -0.2801 -8.4010 -0.1054 0.27
C 1.9423 -1.5490 -5.4241 -0.51
O 1.2308 -2.5491 -4.7027 -0.37
H 2.6858 -1.1120 -4.7604 0.17
H 2.4469 -1.9909 -6.2871 0.30
H 1.2569 -0.7668 -5.7601 0.15
H 0.5773 -2.9223 -5.3024 0.23
C 3.9149 -0.6423 -1.4130 -0.33
O 3.2104 -1.6546 -0.7043 -0.51
H 4.6539 -0.2043 -0.7447 0.08
H 4.4256 -1.0750 -2.2788 0.28
H 3.2211 0.1370 -1.7445 0.18
H 2.5622 -2.0298 -1.3106 0.28
C 3.7869 3.0371 3.4102 -0.51
O 3.0656 2.0637 4.1583 -0.46
H 4.5917 3.4322 4.0279 0.32
H 4.2136 2.5773 2.5157 0.23
H 3.1209 3.8557 3.1249 0.21
H 2.3617 1.7347 3.5875 0.16
C 6.8844 0.0622 1.9967 -0.48
O 6.7152 0.4549 0.6380 -0.48
H 5.9434 0.2235 2.5184 0.12
H 7.1488 -0.9963 2.0555 0.28
H 7.6645 0.6633 2.4709 0.29
H 7.5527 0.3067 0.1892 0.27
C -4.2083 -7.0521 -2.9993 -0.29
O -4.8673 -7.3615 -1.7749 -0.50
H -3.2578 -6.5767 -2.7653 -0.03
H -4.0204 -7.9650 -3.5702 0.26
H -4.8155 -6.3646 -3.5936 0.30
H -5.7037 -7.7808 -1.9965 0.29
C 2.9925 3.3537 7.5613 -0.43
O 4.1727 2.7082 7.1084 -0.54
H 3.1575 3.6917 8.5828 0.29
H 2.7657 4.2181 6.9305 0.15
H 2.1491 2.6577 7.5459 0.22
H 4.0076 2.4163 6.2038 0.30
```

## Properties
Charge: 0
Total energy: -2016.33546 hartree
HOMO: -9.86 eV



# 2
Molecular formula: C19H58AgF2N7O14S2
Method: DFT, ωB97M-V with the def2-TZVPD basis set

```
103
Properties=species:S:1:pos:R:3:lowdin_spin:R:1
Ag -1.8490 -0.0309 2.8284 0.00
N -0.7874 -0.1371 0.9506 0.00
S 0.5483 -0.4348 0.3306 0.00
O 1.4512 0.7374 0.3825 0.00
O 0.7478 -1.4281 -0.7342 0.00
F 1.0829 -1.3482 1.6157 0.00
S -1.2913 0.7491 -0.4080 0.00
O -0.9777 0.3662 -1.7967 0.00
O -1.3721 2.1698 -0.2112 0.00
F -2.8441 0.3089 -0.3886 0.00
C -4.5828 2.4425 -3.0412 0.00
C -4.3016 0.9424 -3.4376 0.00
O -4.6550 0.7831 -4.7862 0.00
H -4.4184 3.1202 -3.8788 0.00
H -3.9505 2.7520 -2.2090 0.00
H -5.5810 2.6187 -2.6404 0.00
H -5.0173 0.3062 -2.9168 0.00
H -3.2561 0.6788 -3.2773 0.00
H -4.9464 -0.1209 -4.9260 0.00
C 1.1721 5.0431 -1.8437 0.00
C 0.3429 4.5567 -0.6156 0.00
O -1.0110 4.6487 -0.9035 0.00
H 1.1066 6.1311 -1.8316 0.00
H 0.6418 4.7789 -2.7586 0.00
H 2.1599 4.5849 -1.8916 0.00
H 0.5430 5.1058 0.3045 0.00
H 0.6647 3.5384 -0.3977 0.00
H -1.3188 3.7466 -0.7887 0.00
C -1.9266 -3.1731 -1.5397 0.00
C -3.0669 -3.5291 -2.5457 0.00
O -3.8843 -4.4550 -1.8260 0.00
H -2.2652 -2.5980 -0.6779 0.00
H -1.1110 -2.6209 -2.0065 0.00
H -1.5038 -4.0856 -1.1192 0.00
H -2.6961 -4.0292 -3.4404 0.00
H -3.7622 -2.7320 -2.8090 0.00
H -3.4781 -5.3247 -1.8346 0.00
C -0.6904 -4.3585 1.7316 0.00
C -0.4962 -4.2953 3.2016 0.00
O -1.7036 -4.2920 3.8890 0.00
H -1.3543 -3.6029 1.3117 0.00
H -1.1457 -5.2416 1.2833 0.00
H 0.2389 -4.3434 1.1623 0.00
H 0.0576 -3.3765 3.3944 0.00
H -0.0069 -5.1705 3.6288 0.00
H -1.7329 -5.0135 4.5216 0.00
C -5.6783 1.8781 2.7833 0.00
C -4.7788 1.9524 1.5384 0.00
O -3.4755 1.6808 2.0006 0.00
H -5.3568 2.6224 3.5117 0.00
H -5.5392 0.9543 3.3449 0.00
H -6.7396 2.0286 2.5857 0.00
H -4.8195 2.9223 1.0428 0.00
H -5.1593 1.2352 0.8111 0.00
H -3.0574 2.5247 1.8146 0.00
C 3.7490 4.0785 1.2473 0.06
O 2.7941 4.5677 1.8780 0.65
N 4.8882 4.5949 1.0862 -0.02
N 3.6357 2.8821 0.7920 0.29
H 5.6141 4.1175 0.5711 0.00
H 4.9850 5.5927 1.2093 0.00
H 4.4795 2.3323 0.7156 0.01
H 2.6850 2.5507 0.7117 0.00
C 3.6391 -0.9456 4.6271 0.00
O 4.0670 -0.2388 3.6930 0.00
N 3.0542 -2.1018 4.4555 0.00
N 3.7017 -0.5966 5.8810 0.00
H 2.8191 -2.6216 5.2889 0.00
H 2.8832 -2.4082 3.5084 0.00
H 4.2752 0.1458 6.2553 0.00
H 3.5592 -1.3038 6.5879 0.00
C -4.0328 -2.4913 1.8253 0.00
O -3.2649 -1.5776 2.0742 0.00
N -4.0044 -3.6394 2.4559 0.00
N -4.7508 -2.4523 0.7276 0.00
H -4.6640 -4.3567 2.1903 0.00
H -3.1827 -3.7679 3.0290 0.00
H -5.4366 -3.1207 0.4067 0.00
H -4.4020 -1.8568 -0.0098 0.00
C 5.9327 -0.1586 -0.8892 0.00
C 4.7785 -0.0645 0.1166 0.00
C 4.4038 -1.4457 0.6871 0.00
O 5.3167 0.6528 1.2217 0.00
H 5.5291 -0.4323 -1.8640 0.00
H 6.5865 -0.9719 -0.5743 0.00
H 6.4265 0.7952 -1.0755 0.00
H 3.9075 0.4016 -0.3440 0.00
H 3.5201 -1.5873 1.3094 0.00
H 5.1175 -1.8972 1.3762 0.00
H 4.2873 -2.1857 -0.1047 0.00
H 4.6961 0.5264 1.9432 0.00
C 3.2417 0.0913 -3.1809 0.00
C 2.2620 0.2094 -4.3614 0.00
C 1.6223 1.6625 -4.4143 0.00
O 2.8924 0.0172 -5.5616 0.00
H 2.7108 0.5059 -2.3240 0.00
H 4.1315 0.6773 -3.4110 0.00
H 3.5456 -0.9315 -2.9581 0.00
H 1.5192 -0.5824 -4.4584 0.00
H 1.2454 1.9286 -3.4268 0.00
H 0.7501 1.6462 -5.0678 0.00
H 2.2894 2.5078 -4.5830 0.00
H 3.0269 -0.9144 -5.7504 0.00
```

## Properties
Charge: +1
Total energy: -3338.02742 hartree
Energy relative to the best compared isomer or geometry (same formula, charge and spin): 132.9 kcal/mol
Spin multiplicity: 2
HOMO (alpha / beta): -11.37 / -11.37 eV



# 3
Molecular formula: C19H58FN14NbO30PS
Method: DFT, ωB97M-V with the def2-TZVPD basis set

```
125
Properties=species:S:1:pos:R:3:mulliken_charge:R:1
C -1.9163 1.8171 -0.4881 -1.36
C -2.0791 0.3700 -0.0375 -0.12
P -0.6600 -0.3274 0.9409 0.59
C 0.8330 0.7142 0.6133 0.06
C 1.8074 0.8932 1.7759 -0.22
Nb -1.2739 -0.8037 3.3329 -0.88
F -1.7393 -1.3159 5.1789 -0.66
C -3.2478 -1.8032 2.5948 -1.11
S -3.1026 -2.9421 1.3051 1.09
O -4.4118 -3.4944 0.9904 -0.75
O -2.1282 -3.9698 1.5824 -0.50
H -2.0854 2.5188 0.3239 0.23
H -2.6949 2.0177 -1.2275 0.42
H -0.9753 2.0112 -0.9917 0.30
H -3.0178 0.2875 0.5089 0.20
H -2.2138 -0.2303 -0.9390 0.42
H 1.3738 0.2317 -0.2073 0.27
H 0.5505 1.6920 0.2288 0.13
H 1.4752 1.7388 2.3776 0.05
H 1.8649 0.0236 2.4189 -0.18
H 2.7997 1.1254 1.3986 -0.04
H -0.3999 -2.4095 3.2148 0.16
H 0.1479 0.0958 3.9895 0.08
H -2.2382 0.7799 3.4834 -0.06
H -3.7009 -2.3096 3.4451 0.55
H -3.9681 -1.0617 2.2463 0.38
H -2.6760 -2.3180 0.1842 -0.14
C -1.6520 5.6938 2.4418 -0.92
N -0.8958 4.8528 1.4708 0.84
O -1.2165 4.9030 0.3007 -0.53
O -0.0111 4.1666 1.9327 -0.47
H -2.4012 6.2470 1.9042 0.40
H -2.0930 5.0150 3.1662 0.35
H -0.9298 6.3520 2.9164 0.31
C 3.7039 -3.8934 3.0601 -0.79
N 3.0337 -2.5629 3.0766 0.87
O 1.8906 -2.5130 2.6803 -0.35
O 3.6843 -1.6293 3.5066 -0.54
H 3.0054 -4.6235 2.6691 0.25
H 4.5848 -3.8037 2.4314 0.30
H 3.9839 -4.1289 4.0819 0.29
C -0.0464 -4.0165 -0.6681 -0.13
N 0.5276 -3.3313 -1.8621 0.95
O 0.3802 -2.1316 -1.9589 -0.46
O 1.1057 -4.0195 -2.6838 -0.63
H -0.5175 -3.2812 -0.0273 -0.36
H -0.7660 -4.7411 -1.0368 0.29
H 0.7692 -4.5101 -0.1491 0.28
C 2.3148 -1.2883 -4.6001 -0.50
N 3.6388 -1.0054 -3.9887 0.88
O 4.5474 -1.7847 -4.1972 -0.48
O 3.7400 -0.0061 -3.3083 -0.55
H 2.3881 -2.2064 -5.1698 0.27
H 1.6018 -1.3871 -3.7866 0.07
H 2.0650 -0.4458 -5.2382 0.31
C -1.1378 -6.7841 3.4839 -0.47
N 0.2244 -7.1606 3.9558 0.91
O 1.1781 -6.5889 3.4711 -0.51
O 0.2946 -8.0292 4.8020 -0.59
H -1.0481 -6.0008 2.7384 0.10
H -1.5903 -7.6791 3.0680 0.29
H -1.6958 -6.4332 4.3457 0.27
C 4.1601 2.8388 -1.3444 -0.80
N 4.6878 2.9375 0.0446 1.05
O 4.9099 1.9125 0.6476 -0.58
O 4.8511 4.0579 0.4884 -0.59
H 4.0605 1.7908 -1.6003 0.41
H 3.1994 3.3444 -1.3588 0.24
H 4.8667 3.3459 -1.9945 0.26
C -7.0173 -5.2021 1.0281 -0.51
N -8.0024 -5.1978 -0.0839 0.90
O -9.1318 -4.8038 0.1400 -0.54
O -7.6224 -5.5894 -1.1689 -0.53
H -7.5097 -4.8308 1.9182 0.28
H -6.6843 -6.2272 1.1588 0.27
H -6.1862 -4.5595 0.7455 0.25
C -3.8123 9.4224 4.4489 -0.73
N -3.2787 8.6528 3.2917 0.87
O -2.3805 9.1460 2.6445 -0.52
O -3.7838 7.5708 3.0770 -0.51
H -3.2682 10.3563 4.5161 0.31
H -4.8688 9.5891 4.2652 0.28
H -3.6682 8.8136 5.3358 0.29
C -10.3638 -4.1677 -2.6541 -0.56
N -11.0232 -2.9356 -3.1709 0.85
O -11.1422 -2.8117 -4.3739 -0.55
O -11.4022 -2.1276 -2.3502 -0.53
H -10.0875 -4.7821 -3.5019 0.31
H -9.4933 -3.8658 -2.0881 0.21
H -11.0751 -4.6736 -2.0110 0.26
C 7.0744 -1.3041 -2.4968 -0.59
N 8.4389 -1.6055 -1.9801 0.90
O 9.3733 -0.9795 -2.4387 -0.54
O 8.5286 -2.4685 -1.1331 -0.54
H 7.1523 -0.5238 -3.2427 0.29
H 6.6784 -2.2163 -2.9259 0.20
H 6.4673 -0.9835 -1.6558 0.28
C 3.6246 4.0896 4.0276 -0.64
N 2.3730 4.2325 4.8248 0.98
O 2.0401 5.3535 5.1722 -0.60
O 1.7725 3.2141 5.0579 -0.49
H 4.0568 5.0728 3.8879 0.30
H 4.2897 3.4373 4.5843 0.30
H 3.3557 3.6362 3.0782 0.17
C -5.0328 1.5769 -4.2308 -0.75
N -3.6575 1.2153 -3.7891 0.81
O -2.7250 1.7920 -4.3071 -0.53
O -3.5712 0.3643 -2.9319 -0.42
H -4.9562 2.3441 -4.9913 0.29
H -5.4953 0.6755 -4.6199 0.28
H -5.5682 1.9356 -3.3573 0.30
C 4.6813 7.9559 -0.4879 -0.75
N 4.6246 6.8159 -1.4422 0.92
O 3.5857 6.2042 -1.5266 -0.49
O 5.6373 6.5741 -2.0671 -0.54
H 3.7152 8.0443 -0.0067 0.31
H 5.4633 7.7339 0.2311 0.28
H 4.9245 8.8457 -1.0599 0.29
C 6.8731 -3.8997 -6.2051 -0.59
N 5.9489 -4.0309 -7.3664 0.91
O 4.7950 -3.7090 -7.1960 -0.50
O 6.4207 -4.4509 -8.4025 -0.57
H 6.3050 -3.5142 -5.3665 0.17
H 7.2739 -4.8865 -5.9963 0.30
H 7.6653 -3.2173 -6.4967 0.29
```

## Properties
Charge: -1
Total energy: -4677.45358 hartree
Energy relative to the best compared isomer or geometry (same formula, charge and spin): 0.0 kcal/mol
HOMO: -4.26 eV